P | Formula: CH2N4O2
Source: the Open Molecules 2025 dataset
Level of theory: ωB97M-V with the def2-TZVPD basis set

- orbital gap (spin up / spin down) (eV) = 9.577 / 9.577
- SMILES string = [O-][n+]1ncnn1O

Positions of all 9 atoms, in Å:
O -0.433 1.662 -2.371
N -0.690 1.034 -1.388
N -1.755 0.400 -1.023
C -1.438 -0.224 0.101
N -0.147 -0.103 0.408
N 0.222 0.763 -0.529
O 1.672 1.075 -0.961
H -2.325 -0.621 0.551
H 2.206 0.762 -0.251


Q | Formula: CH2N4O2
Source: the Open Molecules 2025 dataset
Level of theory: ωB97M-V with the def2-TZVPD basis set

- orbital gap (eV) = 10.715
- SMILES string = Nn1nnoc1=O

Positions of all 9 atoms, in Å:
N 1.211 -1.529 0.133
N 0.306 -0.627 -0.163
N -1.089 -1.079 -0.144
N -1.779 -0.121 -0.085
O -0.934 1.143 0.277
C 0.415 0.822 0.084
O 1.340 1.554 -0.187
H 1.742 -1.608 1.111
H 1.986 -1.411 -0.509


Most stable of them? Q.


P | Formula: C4H7N3
Source: the Open Molecules 2025 dataset
Level of theory: ωB97M-V with the def2-TZVPD basis set

- orbital gap (eV) = 9.304

Positions of all 14 atoms, in Å:
C -0.023 -1.588 -0.445
C 1.728 -0.260 0.479
N 0.594 -0.814 0.615
C -0.633 1.022 0.120
N 0.094 1.490 -0.815
C -1.910 1.405 0.561
N -2.918 1.520 1.115
H -1.128 -1.557 -0.430
H 0.307 -2.579 -0.177
H 0.317 -1.288 -1.442
H 2.219 -0.189 -0.485
H 2.014 0.469 1.239
H -0.309 0.067 0.921
H -0.350 2.305 -1.256


Q | Formula: C4H7N3
Source: the Open Molecules 2025 dataset
Level of theory: ωB97M-V with the def2-TZVPD basis set

- orbital gap (eV) = 8.924
- SMILES string = CNc1cc[nH]n1

Positions of all 14 atoms, in Å:
C 2.283 0.102 0.233
N 1.177 -0.054 -0.697
C -0.113 0.179 -0.244
C -0.747 -0.458 0.853
C -2.027 -0.518 0.329
N -2.192 0.348 -0.681
N -1.011 0.886 -1.078
H 2.277 -0.702 0.981
H 3.234 0.059 -0.307
H 2.204 1.062 0.753
H 1.253 0.476 -1.551
H -0.460 -0.764 1.877
H -2.757 -1.289 0.458
H -3.120 0.673 -0.926


R | Formula: C4H7N3
Source: the Open Molecules 2025 dataset
Level of theory: ωB97M-V with the def2-TZVPD basis set

- orbital gap (eV) = 9.130

Positions of all 14 atoms, in Å:
C -1.851 0.732 0.073
C -0.993 -0.530 -0.065
C 0.471 -0.330 0.239
C 1.540 -0.168 -0.732
N 2.754 0.018 -0.377
N 1.332 -0.224 2.516
N 0.879 -0.276 1.480
H -2.897 0.522 -0.177
H -1.824 1.117 1.099
H -1.489 1.526 -0.589
H -1.403 -1.321 0.575
H -1.058 -0.912 -1.091
H 1.199 -0.229 -1.774
H 3.359 0.096 -1.191


Most stable of them? R.


P | Formula: C4H7N3
Source: the Open Molecules 2025 dataset
Level of theory: ωB97M-V with the def2-TZVPD basis set

- orbital gap (eV) = 10.444
- SMILES string = [H]/N=C(\C#N)NCC

Positions of all 14 atoms, in Å:
H 3.157 -1.112 0.462
N 2.210 -1.118 0.844
C 1.486 -0.202 0.338
C 2.000 0.747 -0.648
N 2.513 1.496 -1.365
N 0.188 0.038 0.776
C -0.910 -0.434 -0.091
C -2.025 0.580 -0.279
H 0.122 -0.417 1.681
H -0.507 -0.715 -1.068
H -1.291 -1.360 0.354
H -1.714 1.365 -0.973
H -2.320 1.046 0.664
H -2.910 0.087 -0.695


Q | Formula: C4H7N3
Source: the Open Molecules 2025 dataset
Level of theory: ωB97M-V with the def2-TZVPD basis set

- orbital gap (eV) = 9.019
- SMILES string = NCc1c[nH]cn1

Positions of all 14 atoms, in Å:
N 2.342 -0.436 -0.428
C 1.425 0.431 0.437
C -0.026 0.103 0.263
C -1.030 0.947 -0.067
N -2.123 0.163 -0.248
C -1.708 -1.066 0.118
N -0.382 -1.168 0.263
H 2.241 -0.384 -1.271
H 2.216 -1.481 -0.307
H 1.862 0.167 1.442
H 1.781 1.618 0.288
H -1.024 2.059 -0.177
H -3.200 0.652 -0.435
H -2.373 -1.606 0.121


R | Formula: C4H7N3
Source: the Open Molecules 2025 dataset
Level of theory: ωB97M-V with the def2-TZVPD basis set

- orbital gap (eV) = 9.605
- SMILES string = C=N/N=C\[C@@H]1CN1

Positions of all 14 atoms, in Å:
C -2.318 -0.631 -0.007
N -1.257 -0.115 0.439
N -1.039 1.246 0.131
C 0.189 1.537 0.053
C 1.363 0.597 0.047
C 1.330 -0.793 -0.526
N 1.445 -0.604 0.898
H -2.420 -1.681 0.274
H -3.087 -0.169 -0.630
H 0.400 2.593 -0.046
H 2.310 1.133 -0.099
H 2.192 -1.202 -1.070
H 0.371 -1.179 -0.822
H 0.522 -0.731 1.358


S | Formula: C4H7N3
Source: the Open Molecules 2025 dataset
Level of theory: ωB97M-V with the def2-TZVPD basis set

- orbital gap (eV) = 9.186
- SMILES string = C=C1CN(C)N=N1

Positions of all 14 atoms, in Å:
C -2.563 -0.185 -0.157
C -1.273 -0.442 -0.354
C -0.224 0.611 -0.230
N 0.854 -0.220 0.246
C 2.222 0.194 0.428
N 0.596 -1.510 -0.082
N -0.592 -1.693 -0.465
H -2.804 0.765 0.310
H -3.380 -0.857 -0.372
H 0.020 1.064 -1.207
H -0.596 1.399 0.424
H 2.821 -0.701 0.610
H 2.295 0.854 1.298
H 2.625 0.721 -0.450


Most stable of them? P.


P | Formula: C4H7N3
Source: the Open Molecules 2025 dataset
Level of theory: ωB97M-V with the def2-TZVPD basis set

- orbital gap (eV) = 8.204
- SMILES string = CN=c1[nH]cc[nH]1

Positions of all 14 atoms, in Å:
C 2.499 0.306 -0.005
N 1.466 -0.766 0.006
C 0.268 -0.302 0.018
N -0.236 0.964 0.009
C -1.633 0.943 -0.002
C -2.009 -0.320 -0.007
N -0.855 -1.086 -0.018
H 2.481 1.036 -0.832
H 3.452 -0.258 -0.098
H 2.395 0.906 0.928
H 0.294 1.832 -0.031
H -2.268 1.805 0.001
H -2.986 -0.796 -0.004
H -0.746 -2.079 0.035


Q | Formula: C4H7N3
Source: the Open Molecules 2025 dataset
Level of theory: ωB97M-V with the def2-TZVPD basis set

- orbital gap (eV) = 9.921
- SMILES string = [H]/N=C1/N[C@H](C)/C1=N\[H]

Positions of all 14 atoms, in Å:
H -1.996 -0.778 2.414
N -1.940 -1.288 1.534
C -1.193 -0.650 0.737
N -0.790 -0.929 -0.552
C 0.042 0.256 -0.751
C 1.522 0.000 -0.982
C -0.362 0.617 0.691
N -0.111 1.505 1.545
H 0.536 2.199 1.158
H -1.033 -1.691 -1.162
H -0.361 0.954 -1.498
H 1.686 -0.469 -1.957
H 1.920 -0.668 -0.211
H 2.080 0.943 -0.967


Most stable of them? P.


P | Formula: C4H7N3
Source: the Open Molecules 2025 dataset
Level of theory: ωB97M-V with the def2-TZVPD basis set

- orbital gap (spin up / spin down) (eV) = 9.602 / 5.347

Positions of all 14 atoms, in Å:
C -0.090 -1.820 0.167
C 1.670 1.249 0.085
N 0.509 1.128 0.640
C -0.698 0.779 -0.069
N -1.435 1.724 -0.443
C -0.984 -0.776 -0.492
N -1.909 -0.901 -1.281
H 0.522 -2.343 -0.574
H -0.724 -2.568 0.653
H 0.581 -1.400 0.929
H 1.724 1.252 -0.998
H 2.558 1.347 0.698
H 0.456 1.106 1.656
H -2.180 1.223 -0.970


Q | Formula: C4H7N3
Source: the Open Molecules 2025 dataset
Level of theory: ωB97M-V with the def2-TZVPD basis set

- orbital gap (eV) = 7.966

Positions of all 14 atoms, in Å:
N -2.517 -0.556 0.106
C -1.311 0.143 0.021
C -0.102 -0.677 0.111
C 1.048 0.016 0.182
N 2.481 -0.331 0.133
C 1.859 1.096 0.236
N -1.201 1.420 -0.074
H -3.318 -0.053 -0.252
H -2.491 -1.515 -0.211
H -0.135 -1.759 0.182
H 2.800 -0.770 -0.729
H 2.960 -0.668 0.962
H 2.042 1.787 -0.578
H -2.117 1.868 -0.090


Most stable of them? Q.


P | Formula: C3H5N3S
Source: the Open Molecules 2025 dataset
Level of theory: ωB97M-V with the def2-TZVPD basis set

- orbital gap (eV) = 9.193
- SMILES string = [H]/N=C1/NCC(=S)N1

Positions of all 12 atoms, in Å:
H 2.102 -1.948 0.130
N 2.131 -0.932 -0.126
C 0.949 -0.437 -0.146
N 0.742 0.901 -0.319
C -0.646 1.223 0.057
C -1.329 -0.136 -0.027
S -2.888 -0.515 -0.154
N -0.279 -1.051 0.015
H 1.520 1.456 0.068
H -0.753 1.591 1.080
H -1.152 1.918 -0.638
H -0.397 -2.072 0.060


Q | Formula: C3H5N3S
Source: the Open Molecules 2025 dataset
Level of theory: ωB97M-V with the def2-TZVPD basis set

- orbital gap (eV) = 7.579

Positions of all 12 atoms, in Å:
C 1.232 1.565 -0.046
C 1.786 -0.624 0.135
C -0.617 -0.168 -0.112
N 2.469 1.702 0.030
N 0.740 0.272 0.018
N 2.987 -0.143 0.109
S 4.549 -0.415 -0.078
H 0.470 2.481 -0.140
H 1.715 -1.707 0.334
H -0.889 -0.176 0.988
H -1.125 0.522 -0.632
H -0.770 -1.203 -0.564


Most stable of them? P.